(1)
Here is a cluster of 2 separate species, C5H13NO in total in a non-equilibrium geometry from the OMol25 dataset. Energies are from the ωB97M-V functional and the def2-TZVPD basis.

Structure (XYZ):
```
20
Properties=species:S:1:pos:R:3:forces:R:3:nbo_charge:R:1
C 2.310 0.057 -0.154 -0.03 0.05 1.04 -0.63
C 1.145 -0.777 -0.619 -2.30 0.11 0.20 -0.45
C -0.107 0.055 -0.941 -0.07 -1.10 -3.03 0.22
C -0.717 -0.262 -2.116 0.23 0.46 0.53 -0.55
C -0.651 1.356 1.160 -0.76 1.51 0.32 -0.43
N -0.547 1.171 -0.279 0.33 -0.07 0.79 -0.62
H 3.188 -0.236 -0.715 0.43 0.22 0.35 0.22
H 2.139 1.126 -0.207 -0.18 0.26 -1.04 0.22
H 2.434 0.034 0.932 0.51 -0.85 -0.01 0.21
H 0.699 -1.529 0.047 0.94 0.10 0.74 0.22
H 1.330 -1.403 -1.507 0.21 0.65 0.17 0.22
H -1.561 0.319 -2.463 -0.27 -0.04 0.02 0.18
H -0.295 -0.946 -2.836 0.06 -0.11 0.17 0.20
H -0.388 0.590 1.888 0.82 -0.49 -0.73 0.21
H -1.723 1.475 1.385 0.19 0.40 0.07 0.19
H -0.122 2.305 1.431 -0.45 -0.81 0.13 0.20
H -1.293 1.641 -0.789 0.37 -0.25 0.32 0.38
H -1.815 -0.927 2.121 -0.01 -0.01 0.34 0.46
H -2.088 -2.178 1.378 0.00 -0.27 0.31 0.47
O -1.937 -1.871 2.285 -0.01 0.26 -0.71 -0.93
```
Positions in Å, forces in eV/Å.

The calculation puts the total energy at -328.23941 Eh. For the relative energy (zero: lowest compared OMol25 entry of this formula, charge and spin), the calculation gives 49.8 kcal/mol. The LUMO energy is 0.76 eV. For the orbital gap, the calculation gives 0.31820 hartree. Its structure (SMILES) is C=C(CC)NC.O. As for the HOMO energy: -7.894 eV. Its molar mass is 103.16 g mol⁻¹.


(2)
Here is a structure of composition C41H64N8O2SSiW from the OMol25 dataset. Energies are from the ωB97M-V functional and the def2-TZVPD basis.

Structure (XYZ):
```
118
Properties=species:S:1:pos:R:3:forces:R:3:lowdin_spin:R:1
W 0.573 0.670 0.526 -0.85 -0.39 -0.33 1.52
C 6.054 -0.500 0.648 0.03 -0.01 -0.02 0.00
C 5.279 0.748 1.074 -0.16 0.10 0.03 0.01
C 3.832 0.578 0.985 0.11 -0.06 0.06 0.05
N 2.695 0.455 0.901 0.41 -0.07 0.03 0.03
H 7.118 -0.287 0.712 0.00 -0.01 0.00 0.00
H 5.823 -0.772 -0.381 0.00 0.00 0.00 0.00
H 5.835 -1.343 1.300 -0.01 0.00 0.00 0.00
H 5.523 1.606 0.443 0.02 -0.01 -0.01 0.00
H 5.502 1.035 2.104 0.03 -0.02 0.00 0.00
C -4.229 1.616 1.486 -0.05 0.00 0.03 0.00
C -4.178 0.473 0.458 0.02 -0.02 0.13 0.00
C -5.454 0.521 -0.395 -0.04 -0.01 -0.01 0.00
C -4.134 -0.871 1.197 0.01 0.00 0.02 0.00
Si -2.706 0.772 -0.670 0.21 -0.07 -0.08 0.01
O -1.299 0.692 0.296 0.12 0.09 0.21 0.11
C -2.467 -0.494 -2.017 0.01 -0.12 -0.07 0.00
C -2.214 -0.113 -3.339 0.06 0.00 0.00 0.00
C -2.007 -1.056 -4.338 -0.01 0.03 0.03 0.00
C -2.053 -2.407 -4.034 0.01 -0.05 -0.03 0.00
C -2.293 -2.813 -2.728 0.00 0.01 0.01 0.00
C -2.492 -1.866 -1.736 -0.02 0.01 -0.05 0.00
C -2.790 2.494 -1.359 -0.09 0.10 0.02 0.00
C -3.614 2.812 -2.445 0.00 0.01 -0.02 0.00
C -3.721 4.118 -2.903 0.02 -0.01 0.00 0.00
C -3.010 5.134 -2.279 -0.01 0.03 0.00 0.00
C -2.202 4.844 -1.189 0.02 -0.02 -0.02 0.00
C -2.104 3.537 -0.736 0.00 0.04 -0.04 0.00
H -5.068 1.466 2.171 0.00 0.00 0.00 0.00
H -4.362 2.587 1.006 -0.01 -0.01 -0.02 0.00
H -3.320 1.689 2.093 0.01 -0.02 0.00 0.00
H -6.321 0.288 0.230 -0.01 0.02 0.00 0.00
H -5.434 -0.206 -1.210 0.01 -0.02 0.01 0.00
H -5.618 1.511 -0.824 0.03 -0.01 -0.01 0.00
H -4.971 -0.933 1.898 0.00 0.01 0.01 0.00
H -3.216 -1.007 1.778 0.00 -0.01 -0.03 0.00
H -4.227 -1.718 0.516 -0.03 0.02 -0.01 0.00
H -2.171 0.937 -3.599 -0.02 0.01 -0.01 0.00
H -1.822 -0.735 -5.354 0.00 0.01 0.00 0.00
H -1.908 -3.143 -4.814 0.00 0.00 0.01 0.00
H -2.336 -3.868 -2.490 0.00 -0.01 0.01 0.00
H -2.668 -2.210 -0.726 -0.01 -0.01 0.05 0.00
H -4.183 2.038 -2.948 0.00 -0.02 0.01 0.00
H -4.360 4.344 -3.747 -0.01 0.00 0.00 0.00
H -3.095 6.152 -2.637 0.00 0.00 0.00 0.00
H -1.650 5.633 -0.693 0.01 0.01 0.01 0.00
H -1.479 3.331 0.121 0.06 -0.02 0.11 0.00
N 1.191 -0.605 5.691 0.00 0.07 -0.14 0.01
N 0.534 -0.404 4.502 -0.08 -0.05 0.31 0.02
N -0.755 -0.129 4.475 0.13 -0.02 -0.19 0.00
C -0.945 0.092 3.186 -0.18 -0.07 0.09 0.03
N 0.193 -0.066 2.497 0.33 0.14 0.21 0.03
N 1.151 -0.377 3.377 -0.12 0.00 -0.24 0.02
H 0.506 -0.886 6.383 0.03 -0.03 0.04 0.00
H 1.927 -1.288 5.553 0.00 -0.03 0.09 0.00
H -1.889 0.345 2.737 0.00 0.06 0.01 0.00
C 0.562 1.999 -2.683 -0.04 -0.01 0.11 0.02
C 1.670 3.033 -2.496 0.03 0.04 -0.10 0.00
C 3.039 2.354 -2.387 0.01 -0.05 0.11 0.00
C 1.484 4.059 -1.390 0.02 0.15 0.01 0.00
C 1.646 5.407 -1.687 -0.01 0.04 0.03 0.00
C 1.567 6.376 -0.698 0.00 -0.02 -0.06 0.00
C 1.336 6.009 0.616 0.02 -0.05 0.09 0.00
C 1.169 4.676 0.986 0.02 0.03 -0.12 0.00
C 0.947 4.340 2.452 0.02 0.13 0.03 0.00
C -0.468 3.851 2.768 -0.02 -0.06 -0.03 0.00
C 2.012 3.415 3.046 0.02 0.01 -0.02 0.00
C 1.237 3.748 -0.054 0.01 -0.39 -0.02 0.01
O 1.000 2.408 0.219 -0.05 0.33 0.21 0.04
H 0.729 1.428 -3.597 0.00 0.04 -0.03 0.00
H -0.428 2.451 -2.722 0.00 0.04 0.00 0.00
H 0.543 1.256 -1.870 0.00 -0.06 -0.17 0.01
H 1.678 3.621 -3.418 0.03 -0.02 0.00 0.00
H 3.090 1.731 -1.487 -0.01 0.03 -0.05 0.00
H 3.841 3.090 -2.336 0.00 0.01 0.00 0.00
H 3.218 1.711 -3.249 -0.01 0.00 -0.01 0.00
H 1.839 5.698 -2.712 0.00 0.01 0.00 0.00
H 1.696 7.420 -0.952 -0.01 0.00 -0.01 0.00
H 1.295 6.769 1.387 -0.01 0.00 -0.02 0.00
H 1.061 5.295 2.971 -0.02 -0.01 -0.02 0.00
H -0.683 2.884 2.305 0.02 -0.06 -0.05 0.00
H -1.225 4.551 2.415 0.02 0.03 -0.01 0.00
H -0.592 3.739 3.848 0.00 0.00 -0.02 0.00
H 1.923 2.393 2.677 -0.03 -0.10 -0.05 0.00
H 1.914 3.383 4.133 -0.01 0.00 -0.01 0.00
H 3.018 3.767 2.812 -0.01 0.02 -0.01 0.00
C -2.213 -6.650 1.185 -0.03 -0.01 -0.04 0.00
C -1.356 -5.540 1.777 0.04 0.00 0.03 0.00
C -1.604 -4.195 1.103 -0.02 0.02 -0.05 0.00
C -0.866 -3.035 1.753 0.10 0.00 0.00 0.00
N 0.595 -3.186 1.650 0.02 0.06 -0.07 0.00
C 1.353 -2.754 0.640 -0.09 -0.02 0.07 0.02
S 0.751 -1.600 -0.521 -0.01 0.31 0.07 0.04
N 2.566 -3.267 0.492 0.00 -0.01 0.00 0.00
C 3.476 -3.010 -0.635 0.01 0.00 0.06 0.00
C 3.184 -3.907 -1.829 -0.02 0.03 -0.04 0.00
C 3.314 -5.396 -1.526 0.00 -0.01 0.05 0.00
C 3.167 -6.253 -2.776 -0.02 -0.01 -0.05 0.00
H -2.002 -7.610 1.653 0.01 0.01 0.01 0.00
H -2.032 -6.755 0.113 0.01 0.00 0.00 0.00
H -3.274 -6.439 1.324 0.00 0.01 0.00 0.00
H -0.300 -5.818 1.680 0.00 0.00 0.00 0.00
H -1.557 -5.448 2.850 -0.02 -0.01 0.00 0.00
H -2.673 -3.964 1.124 0.00 -0.01 0.04 0.00
H -1.317 -4.241 0.047 -0.02 0.00 -0.02 0.00
H -1.101 -2.974 2.818 -0.03 0.00 0.00 0.00
H -1.138 -2.091 1.289 0.01 0.00 -0.03 0.00
H 0.984 -3.931 2.213 0.00 0.00 0.01 0.00
H 2.800 -4.064 1.068 0.02 0.00 -0.01 0.00
H 4.484 -3.186 -0.255 0.01 -0.01 -0.02 0.00
H 3.387 -1.959 -0.899 0.00 0.00 0.00 0.00
H 3.878 -3.631 -2.627 0.02 -0.01 0.02 0.00
H 2.180 -3.683 -2.202 0.00 -0.01 -0.02 0.00
H 2.551 -5.694 -0.798 0.01 0.00 0.01 0.00
H 4.285 -5.589 -1.056 0.01 0.00 -0.02 0.00
H 2.197 -6.092 -3.249 0.00 0.01 0.00 0.00
H 3.253 -7.313 -2.545 0.00 0.00 0.02 0.00
H 3.938 -6.009 -3.508 0.00 0.01 0.01 0.00
```
Positions in Å, forces in eV/Å.

The calculation puts the total energy at -2943.61503 Eh. For the relative energy (zero: lowest compared OMol25 entry of this formula, charge and spin), the calculation gives 1.0 kcal/mol. The LUMO energy (alpha / beta) is -5.78 / -6.10 eV. For the orbital gap (alpha / beta), the calculation gives 0.26666 / 0.25973 hartree. As for the HOMO energy (alpha / beta): -13.034 / -13.168 eV. As for the spin multiplicity: 3. Its molar mass is 945.01 g mol⁻¹. As for the charge: +2.


(3)
Here is a structure of composition C7H17N2OPPr in a non-equilibrium geometry from the OMol25 dataset. Energies are from the ωB97M-V functional and the def2-TZVPD basis.

Structure (XYZ):
```
29
Properties=species:S:1:pos:R:3:forces:R:3:lowdin_spin:R:1
Pr 0.202 0.683 -0.095 0.24 -1.04 -2.89 2.03
H 2.856 -0.052 1.198 -0.05 -0.55 -0.22 0.00
H 2.791 -0.732 0.862 0.04 0.48 0.23 0.00
P -0.452 -1.780 -1.505 0.27 2.06 1.20 -0.01
C -1.507 -2.986 -0.688 0.15 -0.23 -0.55 0.00
H -1.616 -3.785 -1.426 -0.45 -0.41 0.54 0.00
H -1.011 -3.319 0.234 -0.20 -0.13 -0.33 0.00
H -2.464 -2.507 -0.438 0.26 -0.27 -0.19 0.00
C -1.160 -1.365 -3.121 0.05 -0.44 0.10 0.00
H -0.501 -0.660 -3.650 -0.21 -0.33 0.21 0.00
H -1.233 -2.327 -3.638 -0.25 0.29 -0.47 0.00
H -2.145 -0.894 -2.975 0.36 -0.27 -0.08 0.00
C 1.180 -2.523 -1.794 -0.37 -0.32 -0.22 0.00
H 1.603 -2.852 -0.832 -0.13 -0.13 -0.40 0.00
H 0.979 -3.362 -2.466 0.76 -0.18 0.02 0.00
H 1.861 -1.785 -2.249 -0.34 -0.35 0.00 0.00
C -1.052 -0.518 1.689 -1.59 -1.59 2.78 0.01
O -1.423 -0.894 2.698 0.49 0.64 -1.76 0.01
H 0.652 1.185 -1.924 0.34 0.22 -1.11 -0.01
H -1.963 0.790 -0.608 0.73 -0.06 0.64 -0.01
N 1.289 3.706 2.648 -0.16 0.63 0.57 0.00
C -0.085 3.944 2.851 1.01 -0.19 -0.17 0.00
C -0.731 3.039 2.089 0.69 -0.61 -0.53 0.00
N 0.235 2.281 1.436 0.68 1.51 1.80 0.00
C 1.476 2.699 1.798 -2.19 -0.13 -0.23 0.00
H 2.048 4.214 3.073 -0.08 0.20 0.16 0.00
H -0.477 4.708 3.488 0.22 0.23 0.21 0.00
H -1.787 2.819 1.907 0.54 0.34 0.22 0.00
H 2.435 2.273 1.437 -0.79 0.63 0.46 0.00
```
Positions in Å, forces in eV/Å.

The calculation puts the total energy at -1319.64229 Eh. The LUMO energy (alpha / beta) is -3.61 / -3.55 eV. For the orbital gap (alpha / beta), the calculation gives 0.27343 / 0.27764 hartree. As for the HOMO energy (alpha / beta): -11.046 / -11.106 eV. As for the spin multiplicity: 3. Its molar mass is 317.11 g mol⁻¹. As for the charge: +1.